11
Properties=species:S:1:pos:R:3:forces:R:3:nbo_charge:R:1 method="wB97M-V/def2-TZVPD" charge=0 total_energy_ev=-27218.2029 spin_multiplicity=1
C -1.374719 0.756699 -0.348877 -0.163 -0.427 -0.535 -0.415
C -1.459211 1.523258 0.691419 -0.023 0.379 -0.031 0.026
C -0.745540 -0.575237 -0.412778 0.547 0.615 -0.340 -0.087
C 1.971887 0.134129 1.015049 -0.342 -0.083 -0.333 -0.628
O -0.335490 -1.182830 0.807168 0.664 -0.237 0.651 -0.636
O 1.547638 -2.000009 -0.712305 0.207 -0.003 0.047 -0.869
S 1.010892 -0.840125 -0.052112 -1.264 -0.604 0.247 1.758
I 3.499367 0.772528 -0.256443 0.281 0.251 -0.016 0.192
H -1.814786 1.049407 -1.296485 -0.122 0.163 -0.076 0.237
H -1.154171 1.642407 1.702788 0.124 -0.097 0.473 0.198
H -1.145871 -1.280227 -1.137419 0.091 0.043 -0.087 0.226

=====

11
Properties=species:S:1:pos:R:3:forces:R:3:nbo_charge:R:1 method="wB97M-V/def2-TZVPD" charge=0 total_energy_ev=-18146.5520 spin_multiplicity=1
Mg 0.907141 -1.105475 3.860764 -0.028 -0.017 -0.144 0.069
O 0.258689 -0.752362 0.437036 -0.506 -0.665 0.627 -0.835
C -0.888562 0.111913 0.233460 0.192 1.028 0.140 -0.133
H -1.918878 -0.262607 0.146935 0.430 -0.907 0.179 0.166
H -0.916639 0.869951 1.030300 0.039 0.009 -0.163 0.159
C 0.132657 1.682399 -1.744383 -0.125 2.022 -0.080 -0.319
C -0.368359 0.605583 -1.106947 2.809 -0.343 0.672 -0.344
C 0.907993 -0.096161 -1.016800 -1.028 -3.923 -2.873 0.777
O 1.816602 -0.651009 -1.584856 -1.275 1.748 2.256 -0.565
Na 0.271150 -3.064824 1.105204 0.093 0.973 -0.322 0.913
H -0.201795 2.662592 -1.360713 -0.601 0.076 -0.291 0.113

=====

8
Properties=species:S:1:pos:R:3:forces:R:3:nbo_charge:R:1 method="wB97M-V/def2-TZVPD" charge=0 smiles=C#CCC#N total_energy_ev=-5683.2385 spin_multiplicity=1
C 1.777195 0.493737 0.021665 0.493 0.168 -0.935 -0.127
C 0.816316 -0.012043 -0.491990 0.674 0.647 2.144 -0.043
C -0.414173 -0.560763 0.061391 -0.702 -0.591 -0.317 -0.563
C -1.509225 0.340651 -0.244128 -1.495 0.322 -0.436 0.287
N -2.388330 1.045395 -0.493313 0.731 -0.475 0.252 -0.305
H 2.611350 0.959848 0.430509 1.036 0.489 0.157 0.228
H -0.412771 -0.764101 1.151870 0.410 0.332 -0.637 0.260
H -0.480359 -1.502722 -0.436004 -1.147 -0.892 -0.229 0.264